[1]
ORCA calculation (ωB97M-V with the def2-TZVPD basis set) on a cluster of 9 separate species, C28H56O21S4 in total.

Results
net charge = 0
energy relative to the best compared isomer or geometry (same formula, charge and spin) = 108.3 kcal/mol
highest occupied orbital energy = -9.014 eV

Each line ends with the Löwdin charge.
Cartesian coordinates (Å):
O: 1.28314 0.73525 1.34790  -0.229
S: 0.44443 1.30946 0.32617  0.685
O: 0.57934 2.75535 0.06081  -0.269
O: 0.60746 0.43359 -1.03498  -0.219
C: -0.31750 -0.72221 -0.97849  -0.113
C: -1.50587 -0.25962 -0.17945  -0.176
O: -1.13200 0.95006 0.47621  -0.211
H: -0.64463 -1.07625 -1.95612  0.134
H: 0.19267 -1.53857 -0.46723  0.106
H: -1.72117 -0.89767 0.67766  0.126
H: -2.40942 0.05279 -0.70299  0.123
O: 1.70668 4.18801 1.88795  -0.277
S: 2.79973 4.88993 1.11995  0.785
O: 3.61680 5.85724 1.89931  -0.268
O: 3.77126 3.80814 0.28027  -0.250
C: 3.69531 3.87403 -1.13372  -0.187
C: 3.19859 5.33005 -1.32828  -0.128
O: 2.21402 5.55875 -0.26760  -0.194
H: 4.69746 3.60697 -1.46911  0.140
H: 2.92409 3.18511 -1.47826  0.104
H: 2.74394 5.35454 -2.31862  0.123
H: 4.11814 5.91204 -1.26639  0.131
O: -3.56167 -1.46675 -2.53456  -0.227
S: -3.82653 -2.57099 -1.66105  0.744
O: -2.75764 -3.17123 -0.85000  -0.216
O: -5.19406 -2.40531 -0.78399  -0.190
C: -6.38616 -2.71679 -1.39365  -0.199
C: -5.96148 -3.34118 -2.71378  -0.225
O: -4.64149 -3.74273 -2.55434  -0.189
H: -6.97276 -3.53444 -0.97480  0.132
H: -7.00702 -1.82168 -1.43095  0.139
H: -5.91397 -2.55010 -3.46214  0.119
H: -6.64280 -4.08322 -3.13003  0.141
O: 2.79582 -1.39815 -0.19842  -0.304
S: 4.20962 -1.39270 0.39595  0.759
O: 4.82902 -2.70327 0.45466  -0.233
O: 5.03647 -0.25758 -0.44714  -0.209
C: 4.87292 1.01277 0.13663  -0.187
C: 4.58814 0.89701 1.67377  -0.074
O: 4.31174 -0.53995 1.79185  -0.228
H: 5.80364 1.56140 -0.00785  0.134
H: 4.14068 1.54889 -0.46712  0.090
H: 3.67658 1.38020 2.02544  0.115
H: 5.47118 1.00878 2.30294  0.133
C: 3.68654 -1.19216 -4.12328  -0.166
C: 3.01506 0.02365 -3.59428  -0.196
C: 4.06337 1.09274 -3.65979  -0.189
O: 4.88304 0.73222 -4.80129  -0.135
C: 4.54437 -0.59783 -5.27996  -0.162
H: 3.02305 -1.95714 -4.52665  0.113
H: 4.25342 -1.70511 -3.34636  0.112
H: 2.68680 -0.20249 -2.57978  0.096
H: 2.24313 0.33059 -4.30000  0.121
H: 4.67308 0.87411 -2.78310  0.097
H: 3.66644 2.09827 -3.52030  0.095
H: 5.35112 -1.25909 -5.59620  0.111
H: 3.96185 -0.45660 -6.19036  0.108
C: -3.52057 2.68924 2.95878  -0.154
C: -4.37276 3.15205 4.13915  -0.153
C: -4.69072 1.84155 4.90334  -0.193
O: -4.99372 1.03954 3.79251  -0.169
C: -4.03867 1.26181 2.74865  -0.204
H: -2.46654 2.59746 3.22086  0.107
H: -3.45330 3.34301 2.08920  0.110
H: -5.28046 3.66811 3.82632  0.116
H: -3.78787 3.70518 4.87403  0.106
H: -5.59915 1.97486 5.49077  0.123
H: -3.89672 1.26802 5.38159  0.115
H: -4.46862 1.04033 1.77182  0.112
H: -3.24191 0.52105 2.68104  0.092
C: -3.44359 -3.11280 5.69307  -0.143
C: -2.65029 -1.83003 5.22987  -0.136
C: -1.75246 -2.35900 4.13229  -0.211
O: -1.60004 -3.76525 4.35747  -0.139
C: -2.77754 -4.27552 5.01335  -0.211
H: -4.50670 -3.15036 5.45541  0.109
H: -3.23065 -3.15262 6.76132  0.103
H: -2.14605 -1.28087 6.02503  0.107
H: -3.20616 -1.04049 4.72416  0.081
H: -0.79275 -1.85899 4.00178  0.120
H: -2.18672 -2.22013 3.14222  0.108
H: -2.58565 -5.07971 5.72366  0.117
H: -3.54961 -4.69543 4.36862  0.109
C: 1.83890 -4.86738 1.36475  -0.155
C: 1.01750 -6.14608 1.22274  -0.146
C: -0.45538 -5.70768 1.52350  -0.162
O: -0.35905 -4.34048 1.11387  -0.183
C: 0.83065 -3.77845 1.63320  -0.207
H: 2.32806 -4.52674 0.45218  0.106
H: 2.56843 -4.88133 2.17449  0.114
H: 1.35135 -7.02876 1.76820  0.099
H: 1.07052 -6.58429 0.22611  0.099
H: -0.68305 -5.78315 2.58678  0.104
H: -1.27744 -6.15615 0.96565  0.119
H: 0.58703 -3.68098 2.69115  0.109
H: 0.98976 -2.81216 1.15457  0.100
C: -0.21419 4.70459 -3.68272  -0.166
C: 0.50360 5.17586 -4.89008  -0.174
C: 1.34560 3.98709 -5.36502  -0.267
O: 1.64484 3.30647 -4.24161  -0.164
C: 0.38327 3.29236 -3.47089  -0.115
H: -1.30382 4.68566 -3.66135  0.112
H: -0.07949 5.38724 -2.84371  0.106
H: 1.15342 6.01833 -4.65326  0.109
H: -0.17740 5.49025 -5.68096  0.113
H: 2.15801 4.27398 -6.03269  0.129
H: 0.75625 3.28057 -5.94948  0.119
H: 0.70445 3.14276 -2.44009  0.089
H: -0.22659 2.46635 -3.83676  0.125

---

[2]
ORCA calculation (ωB97M-V with the def2-TZVPD basis set) on a structure of composition C28H56O41S8.

Results
net charge = 0
highest occupied orbital energy = -10.616 eV

Each line ends with the Löwdin charge.
Cartesian coordinates (Å):
C: 4.61709 5.31222 -3.17094  -0.038
C: 3.64929 4.15923 -3.43166  -0.231
O: 4.21264 2.99388 -2.90945  0.011
C: 5.22417 2.33889 -3.46860  -0.527
O: 5.87831 2.65161 -4.50243  0.087
O: 5.42731 1.26279 -2.72570  0.002
C: 6.16008 0.18640 -3.20152  -0.058
H: 5.50761 5.05534 -3.74461  0.079
H: 4.83673 5.17254 -2.11248  0.082
H: 4.10516 6.26024 -3.33608  0.088
H: 3.40981 4.08526 -4.49245  0.133
H: 2.79211 4.30514 -2.77435  0.092
H: 6.92219 0.47483 -3.92547  0.102
H: 5.51194 -0.59982 -3.58865  0.090
H: 6.67025 -0.43577 -2.46618  0.094
C: -4.91031 -1.87082 0.82155  -0.066
C: -5.74921 -1.64387 -0.43531  -0.202
O: -5.98664 -2.81845 -1.20368  0.013
C: -6.77248 -3.87224 -0.84032  -0.577
O: -7.54223 -3.90791 0.12545  0.100
O: -6.65075 -4.78222 -1.75906  -0.007
C: -7.19169 -6.15448 -1.63454  0.026
H: -4.74112 -1.05884 1.52878  0.071
H: -4.00780 -2.39887 0.51374  0.060
H: -5.38703 -2.66656 1.39395  0.075
H: -5.10228 -1.00819 -1.03987  0.117
H: -6.66086 -1.09428 -0.20092  0.129
H: -8.24359 -6.20171 -1.91629  0.098
H: -6.91686 -6.50213 -0.63870  0.105
H: -6.70725 -6.78949 -2.37628  0.074
C: -1.01398 -1.33726 0.35134  -0.059
C: -1.51738 0.08046 0.33652  -0.179
O: -0.50334 1.00252 0.84322  -0.005
C: 0.42297 1.47419 -0.07647  -0.495
O: 0.65633 1.02481 -1.18819  0.112
O: 1.01422 2.64420 0.35906  -0.051
C: 1.93991 3.31601 -0.51902  -0.018
H: -1.09261 -1.69491 1.37799  0.060
H: 0.04908 -1.45350 0.14042  0.078
H: -1.60837 -1.98153 -0.29652  0.068
H: -2.41089 0.00562 0.95631  0.106
H: -1.89939 0.46578 -0.60883  0.128
H: 1.48514 3.63065 -1.45832  0.073
H: 2.80195 2.68405 -0.73259  0.085
H: 2.29426 4.12449 0.12044  0.099
C: -1.69805 5.25641 1.59513  -0.167
C: -1.94829 3.77931 1.20998  -0.126
O: -3.39101 3.69578 1.10040  -0.226
S: -4.22522 5.12946 1.26570  0.760
O: -4.88739 5.18203 2.59812  -0.270
O: -4.92960 5.50297 0.00903  -0.258
O: -2.85809 5.99946 1.25121  -0.214
H: -0.89183 5.78059 1.08196  0.128
H: -1.53177 5.46524 2.65193  0.122
H: -1.67835 3.20444 2.09584  0.122
H: -1.46193 3.51026 0.27234  0.115
C: -2.46153 -1.66087 4.42022  -0.179
C: -3.22507 -0.34017 4.54534  -0.181
O: -2.52633 0.37227 5.53701  -0.181
S: -0.92344 0.23510 5.25186  0.739
O: -0.04981 0.23771 6.44748  -0.232
O: -0.62454 1.13952 4.17335  -0.237
O: -1.15148 -1.27081 4.64441  -0.215
H: -2.62048 -2.03315 3.40817  0.123
H: -2.71914 -2.42216 5.15654  0.143
H: -4.24928 -0.51469 4.87497  0.144
H: -3.28006 0.23631 3.62190  0.123
C: 1.96018 -4.13530 2.61915  -0.121
C: 0.72186 -3.46413 3.27407  -0.209
O: -0.46034 -3.94550 2.72842  -0.202
S: -0.13618 -4.78936 1.30203  0.715
O: -0.73345 -4.22295 0.12015  -0.232
O: -0.31627 -6.17083 1.62931  -0.205
O: 1.47821 -4.49404 1.28271  -0.214
H: 2.18083 -5.13374 2.99668  0.125
H: 2.88513 -3.58676 2.79713  0.118
H: 0.73905 -2.45634 2.85914  0.114
H: 0.75700 -3.48889 4.36322  0.144
C: -3.21078 -4.48809 -2.03057  -0.217
C: -1.94067 -5.19985 -2.52514  -0.205
O: -2.05202 -6.49164 -2.07619  -0.179
S: -3.64551 -6.87228 -1.72479  0.736
O: -3.79888 -7.77644 -0.61596  -0.211
O: -4.34791 -7.12202 -3.00100  -0.250
O: -3.87439 -5.35845 -1.23811  -0.204
H: -3.91907 -4.34678 -2.84694  0.134
H: -3.01925 -3.59164 -1.44083  0.116
H: -0.99680 -4.75807 -2.20569  0.112
H: -1.96706 -5.23282 -3.61432  0.132
C: 2.04701 2.62779 3.42315  -0.201
C: 1.42997 3.29488 4.69428  -0.150
O: 2.26011 4.45487 4.87081  -0.189
S: 2.49889 5.11350 3.42391  0.741
O: 3.76557 5.89485 3.43101  -0.250
O: 1.23957 5.70155 2.94437  -0.254
O: 2.66175 3.63460 2.69951  -0.223
H: 1.22510 2.23514 2.82449  0.105
H: 2.79502 1.91607 3.77247  0.112
H: 1.51194 2.72666 5.62084  0.133
H: 0.37765 3.48916 4.48693  0.112
C: 5.23272 1.61062 0.83075  -0.185
C: 6.00007 1.12086 2.03224  -0.130
O: 5.78078 -0.33675 1.97440  -0.207
S: 4.16154 -0.60776 1.75199  0.717
O: 3.42009 -0.17520 2.90604  -0.229
O: 3.95991 -1.89969 1.15596  -0.217
O: 4.27267 0.59338 0.61019  -0.215
H: 5.83131 1.75777 -0.06822  0.127
H: 4.83786 2.59549 1.08018  0.126
H: 5.59918 1.53959 2.95530  0.126
H: 7.04017 1.41079 1.88316  0.140
C: -0.49617 3.82146 -4.63066  -0.186
C: -1.01974 3.18684 -3.33646  -0.264
O: -2.36843 3.24979 -3.34957  -0.178
S: -2.77201 4.73913 -3.95114  0.804
O: -3.00407 5.64846 -2.81862  -0.243
O: -3.81313 4.63424 -5.00644  -0.253
O: -1.23489 4.99097 -4.67795  -0.200
H: -0.87034 3.25810 -5.48548  0.137
H: 0.55669 4.10354 -4.62863  0.131
H: -0.71871 3.83148 -2.51067  0.116
H: -0.72269 2.15908 -3.12770  0.133
C: 2.36023 -2.60152 -1.73706  -0.143
C: 3.78952 -3.16914 -1.84937  -0.242
O: 3.79971 -4.30579 -2.63208  -0.175
S: 2.67803 -4.08630 -3.85728  0.774
O: 2.02647 -5.33806 -4.20445  -0.234
O: 3.16642 -3.15661 -4.88386  -0.252
O: 1.62652 -3.21752 -2.83418  -0.213
H: 2.31425 -1.51472 -1.66743  0.126
H: 1.96997 -3.03249 -0.81507  0.095
H: 4.41155 -3.28939 -0.96240  0.125
H: 4.42882 -2.40742 -2.29566  0.103